[1]
{
  "formula": "CH3BrFO2P",
  "method": "wB97M-V/def2-TZVPD",
  "multiplicity": 1,
  "elements": ["C", "O", "O", "F", "P", "Br", "H", "H", "H"],
  "coordinates": [[1.0907, 0.0426, -0.6092], [-1.1705, -0.8851, 2.2581], [0.6561, 0.0263, 0.7589], [-1.4242, -1.2797, -1.5348], [-0.8447, -0.0902, 1.1047], [-1.7299, 1.8530, 0.9161], [0.2368, 0.1894, -1.2412], [1.5544, -0.8498, -0.9251], [1.6313, 0.9935, -0.7276]],
  "forces_ev_per_angstrom": [[-0.38, 2.72, -1.04], [-0.69, -0.37, 0.14], [-0.43, -0.76, 0.13], [0.48, 1.10, 2.12], [0.39, -0.15, -0.98], [-0.10, -0.47, -0.31], [-0.66, -0.39, -0.43], [0.80, -0.89, 0.22], [0.58, -0.78, 0.15]]
}

[2]
{
  "formula": "CH3BrO2P",
  "method": "wB97M-V/def2-TZVPD",
  "total_charge": -1,
  "multiplicity": 1,
  "smiles": "C[P@](=O)([O-])Br",
  "elements": ["C", "P", "O", "O", "Br", "H", "H", "H"],
  "coordinates": [[-0.1778, 0.1775, -0.0732], [-1.7004, 1.0655, 0.1355], [-2.0093, 1.8587, -1.2170], [-1.9202, 1.8022, 1.3852], [-3.1939, -0.7193, 0.0372], [0.6907, 0.6983, -0.6868], [0.2497, -0.1188, 0.9126], [-0.3176, -0.7957, -0.7318]],
  "forces_ev_per_angstrom": [[3.03, -2.18, -1.71], [-2.14, 3.85, -5.58], [1.11, -2.63, 3.54], [0.45, -0.48, 1.17], [0.02, -0.17, 0.25], [-2.07, -0.35, 1.42], [-0.32, 0.06, -0.66], [-0.08, 1.91, 1.56]]
}

[3]
{
  "formula": "CH3BrO2S",
  "method": "wB97M-V/def2-TZVPD",
  "multiplicity": 1,
  "smiles": "CS(=O)(=O)Br",
  "elements": ["C", "S", "O", "O", "Br", "H", "H", "H"],
  "coordinates": [[0.9050, 0.3761, -0.0086], [-0.6619, -0.6271, -0.0176], [-0.7610, -1.1630, 1.3240], [-0.8637, -1.3664, -1.2894], [-2.1092, 1.0300, -0.0414], [1.6615, -0.1411, -0.5897], [0.6774, 1.3987, -0.3838], [1.1519, 0.4929, 1.0066]],
  "forces_ev_per_angstrom": [[-1.35, 0.32, -1.49], [0.64, -0.33, -1.19], [-0.04, -0.37, -1.49], [0.68, 1.38, 3.17], [-0.42, 0.22, -0.11], [-0.02, -0.02, -0.03], [0.14, -0.98, -0.17], [0.37, -0.23, 1.31]]
}

[4]
{
  "formula": "CH3BrOS",
  "method": "wB97M-V/def2-TZVPD",
  "multiplicity": 1,
  "smiles": "CBr.O=S",
  "elements": ["C", "Br", "H", "H", "H", "O", "S"],
  "coordinates": [[1.3200, -0.1385, 0.0286], [-0.0625, -1.5156, -0.0034], [0.5842, 0.7639, 0.1276], [1.7371, -0.1455, -0.9580], [2.0499, -0.3896, 0.9366], [-2.1556, 0.9882, 0.0946], [-3.4730, 0.4371, -0.2260]],
  "forces_ev_per_angstrom": [[-1.28, 0.79, 2.15], [0.16, -0.67, 0.02], [2.20, -1.23, 0.24], [0.62, 0.02, -0.14], [-1.69, 0.96, -2.27], [0.74, 0.47, 0.19], [-0.75, -0.35, -0.19]]
}

Asked for ΔE to the lowest compared entry with this formula, charge and spin across the records above, the calculation gives 112.7; 7.9; 5.6; 38.9 kcal per mole in order.
Asked for electronic energy across the records above, the calculation gives -87227.246; -84515.903; -86057.427; -84008.380 eV in order.